Record 1
Density functional theory data (ωB97M-V with the def2-TZVPD basis set) for the ion C28H46F3IN5O4S2 with charge +1 at a distorted geometry.

```
89
C28H46F3IN5O4S2 (ωB97M-V with the def2-TZVPD basis set)
C 4.8961 -3.6518 3.9748
C 3.8053 -2.5893 4.4330
S 2.5639 -2.5015 3.0759
C 1.9002 -0.7837 2.9661
C 0.7910 -0.5733 1.8730
C -0.1651 -1.8291 2.1197
C -1.0640 -1.6976 3.2721
C -1.9348 -2.8235 3.5905
C -1.8574 -3.9781 2.6997
C -0.9091 -3.9196 1.6102
N -0.0605 -2.9043 1.3122
N -0.0975 0.6008 2.1921
C -0.3016 1.4367 1.0378
N -1.3388 2.1445 0.7414
C -2.4511 2.1333 1.7220
C -3.6307 1.1447 1.3578
C -4.1511 0.3082 2.6073
I -6.2383 0.8461 3.0188
C -1.3621 2.9425 -0.5078
C -2.5504 2.6235 -1.4852
C -2.3067 1.4270 -2.4788
C -3.4625 1.2299 -3.5330
C -2.8253 0.7442 -4.9152
O -2.7196 -0.6906 -4.8259
C -1.8265 -1.2111 -5.7386
C -1.8262 -2.7741 -5.9128
O -1.0319 -0.5786 -6.3801
N 0.9453 1.2955 0.2864
C 1.9087 2.1792 1.0103
C 2.8941 2.9469 0.0207
C 2.4020 4.4132 -0.3352
C 4.3388 3.0918 0.6852
C 1.1479 -0.1899 0.3811
C 0.0536 -0.6661 -0.6829
N 0.5198 -1.7650 -1.5259
C -0.6511 -2.1436 -2.3747
S 2.8235 -0.7202 -0.2313
O 2.9977 -2.1640 -0.1323
O 3.8980 -0.1349 0.5850
C 3.1587 -0.1372 -1.9849
F 3.2571 -1.2684 -2.7424
F 4.3704 0.4649 -2.0932
F 2.1778 0.6319 -2.5188
H 5.4842 -4.0515 4.8337
H 4.3546 -4.4850 3.4478
H 5.5410 -3.1792 3.1869
H 3.2756 -3.0207 5.3247
H 4.2781 -1.6020 4.6435
H 1.4045 -0.5741 3.9617
H 2.7736 -0.0904 2.9069
H -1.1056 -0.8161 3.9378
H -2.6235 -2.8317 4.4591
H -2.4794 -4.8797 2.8623
H -0.8712 -4.8139 0.9392
H 0.3059 1.0731 3.0049
H -2.1116 1.9369 2.7705
H -2.8746 3.1762 1.7475
H -4.4986 1.7905 1.0510
H -3.3927 0.5156 0.4658
H -4.1932 -0.7597 2.3004
H -3.5402 0.4811 3.5275
H -1.4998 4.0149 -0.1889
H -0.4045 2.9153 -1.0781
H -3.5370 2.4614 -0.9869
H -2.6774 3.5412 -2.1280
H -1.3091 1.6110 -2.9695
H -2.2194 0.4857 -1.8730
H -4.1424 0.4078 -3.1803
H -4.0208 2.1744 -3.7423
H -3.5664 1.0092 -5.7084
H -1.8506 1.2740 -5.0067
H -2.8109 -3.2305 -5.6534
H -1.5667 -2.9993 -6.9773
H -1.0100 -3.2466 -5.3018
H 1.3156 2.9823 1.5239
H 2.5612 1.6732 1.7589
H 3.0536 2.4025 -0.9379
H 3.3047 5.0734 -0.3422
H 1.6617 4.8068 0.4018
H 2.0088 4.3946 -1.3831
H 5.1183 2.9926 -0.1178
H 4.4827 4.1003 1.1558
H 4.5321 2.2938 1.4534
H -0.9372 -0.9119 -0.2001
H -0.1511 0.1989 -1.3706
H 0.7557 -2.6033 -0.9883
H -0.9240 -1.2121 -2.9397
H -0.4314 -3.0086 -3.0388
H -1.5499 -2.3796 -1.7257
```

Calculated values
frontier orbital gap	7.23	eV
structure (SMILES)	CCSC[C@@]1(c2ccccn2)NC(N(CCCI)CCCCCOC(C)=O)=[N+](CC(C)C)[C@@]1(CNC)S(=O)(=O)C(F)(F)F
E	-3062.50353	Eh
total charge	+1

=====

Record 2
Density functional theory data (ωB97M-V with the def2-TZVPD basis set) for a cluster of 2 separate species, C28H46I2N6O9P in total at a distorted geometry.

```
92
C28H46I2N6O9P (ωB97M-V with the def2-TZVPD basis set)
C 5.1791 -1.5297 0.3564
C 4.2006 -2.7748 0.1716
O 4.6904 -3.8429 -0.3087
N 2.7711 -2.8275 0.5591
C 2.3227 -4.1844 0.9429
C 3.0606 -4.8281 2.2369
O 1.4263 -4.8481 0.3822
C 1.8806 -2.1798 -0.4010
N 0.8576 -1.3008 0.1274
C 0.1877 -0.8932 -1.1199
N -0.8555 -0.0289 -1.0429
N -1.1645 0.4140 0.2522
C -1.6255 0.5071 -2.1902
I -0.4680 2.2512 -2.9388
C -3.0934 1.0746 -1.8330
C -4.0395 0.0451 -1.0390
I -3.0634 3.0851 -0.9030
N 0.7436 -1.4653 -2.3234
O 0.4442 -1.3149 -3.6202
C 0.0652 -2.5626 -4.2520
O 0.8061 -2.9488 -5.1979
C -1.1957 -3.4431 -3.9122
C -2.3525 -3.0769 -2.9509
C -3.5681 -4.0374 -2.7472
C -3.6712 -5.4088 -3.4892
C -2.4947 -5.8083 -4.4171
C -1.2970 -4.8451 -4.6207
N 1.7932 -2.2258 -1.8280
O 2.6877 -2.9620 -2.5362
C 3.5265 -2.0487 -3.3479
C 5.0827 -2.4105 -3.3305
C 5.3121 -3.7201 -4.2690
C 5.9251 -1.2147 -4.0622
C 5.6747 0.2273 -3.3812
C 7.5004 -1.5507 -3.8012
H 5.6216 -1.6285 1.4220
H 6.0830 -1.6691 -0.3471
H 4.6875 -0.5109 0.2176
H 3.7856 -4.0462 2.6898
H 3.7147 -5.6896 1.8789
H 2.3293 -5.0938 3.0691
H -0.3793 0.9384 0.6584
H -1.4746 -0.3676 0.8429
H -1.7419 -0.1997 -3.0753
H -3.6145 1.2564 -2.8497
H -5.1370 0.2049 -1.3599
H -4.0047 0.1902 0.1080
H -3.8043 -1.0571 -1.2228
H -2.3058 -2.0905 -2.3893
H -4.3920 -3.6665 -2.0434
H -4.5559 -6.1151 -3.3793
H -2.4514 -6.8021 -4.9939
H -0.4317 -5.1393 -5.3043
H 3.2788 -0.9872 -2.9874
H 3.1724 -2.0863 -4.4504
H 5.5462 -2.5146 -2.2949
H 5.1814 -3.3466 -5.3527
H 4.5158 -4.4992 -4.0205
H 6.3754 -4.1323 -4.2056
H 5.6649 -1.1460 -5.1707
H 4.5954 0.5433 -3.6602
H 5.8188 0.2083 -2.2426
H 6.3492 1.0486 -3.8111
H 7.6635 -1.5844 -2.6611
H 8.0665 -0.6122 -4.1598
H 7.8404 -2.5011 -4.3303
O -4.8181 5.1925 7.0900
P -3.9170 5.1238 5.8526
O -3.3066 6.6562 5.9704
C -2.3055 6.9048 6.9477
C -0.9405 6.4705 6.4472
O -5.1140 5.4509 4.7493
C -6.4418 4.9844 4.9692
C -7.3178 6.1192 5.4637
O -2.8894 4.9119 4.4946
C -2.7536 3.5725 4.0122
C -3.8799 3.2066 3.0624
H -2.5546 6.4014 7.8874
H -2.3002 7.9803 7.1384
H -0.8951 5.3829 6.3382
H -0.1562 6.7785 7.1427
H -0.7333 6.9011 5.4645
H -6.4554 4.1368 5.6595
H -6.8254 4.6216 4.0107
H -6.9201 6.5674 6.3757
H -8.3330 5.7666 5.6603
H -7.3638 6.9165 4.7154
H -2.7065 2.8737 4.8525
H -1.7993 3.5192 3.4811
H -4.8106 3.0447 3.6104
H -3.6487 2.2836 2.5245
H -4.0607 4.0057 2.3399
```

Calculated values
frontier orbital gap	7.36	eV
energy above the lowest of the compared OMol25 structures with the same formula, charge and spin	1072.0	kJ/mol
E	-3036.19906	Eh
total charge	+1

=====

Record 3
Density functional theory data (ωB97M-V with the def2-TZVPD basis set) for a structure of composition C28H46NOP2Pt at a distorted geometry.

```
79
C28H46NOP2Pt (ωB97M-V with the def2-TZVPD basis set)
Pt 0.6506 -2.3562 -2.6092
C -1.3625 -0.8778 1.1734
C -1.0183 -1.9375 0.2827
C 0.8972 -1.2664 1.4176
C -0.1786 -0.4791 1.8644
C 0.3427 -2.2169 0.5264
C -2.6830 -0.2317 1.3392
H -3.2662 -0.3722 0.4224
H -2.5833 0.8569 1.5198
H -3.2866 -0.6402 2.1727
C -0.0746 0.4878 2.9788
H -1.0653 0.9059 3.1818
H 0.6166 1.3196 2.7554
H 0.3023 -0.0015 3.8981
C 2.2944 -1.2560 1.8976
H 2.3108 -1.0875 2.9811
H 2.8363 -0.4391 1.4014
H 2.8546 -2.1765 1.6955
C 1.0136 -3.4476 0.1039
H 0.5296 -4.3123 0.5965
H 2.0504 -3.4215 0.4295
H 0.9753 -3.5465 -1.0169
C -1.9352 -2.7511 -0.5456
H -2.2385 -3.6658 -0.0142
H -1.4099 -3.0747 -1.4674
H -2.8527 -2.2211 -0.8701
C -0.8976 2.3838 -1.7803
C -2.0838 1.7762 -1.8219
C -2.3256 0.5014 -2.5729
C -1.2246 -0.2003 -3.4716
C 0.1904 -0.4644 -3.1085
C 1.4391 0.3508 -3.5038
C 1.3350 1.7488 -2.9476
C 0.0204 2.4632 -2.9551
H -3.1072 0.7704 -3.3054
H -1.2428 0.3880 -4.4202
H -2.8148 -0.2314 -1.9130
H -0.5490 2.1801 -3.8721
H -0.6611 3.0459 -0.9283
H -2.9582 2.2472 -1.4109
H 0.3089 3.5251 -2.9871
H 1.6344 1.6018 -1.9081
H 2.3457 -0.1074 -3.0420
H 2.1389 2.3685 -3.3582
H -1.7020 -1.1728 -3.7240
H 0.4559 -1.9082 -4.1245
P -0.4582 1.7107 -5.8889
C -0.4141 3.5142 -6.1860
C -1.5868 1.1048 -7.1702
P 1.7290 -0.2462 -5.2092
C 1.2582 1.2125 -6.2294
C 0.8920 -1.5746 -6.0898
C 3.4508 -0.3700 -5.6456
H 0.5431 3.9336 -5.8437
H -1.2422 3.9696 -5.6241
H -0.5423 3.7114 -7.2604
H -1.3340 1.5510 -8.1403
H -2.5991 1.4258 -6.8829
H -1.5662 0.0102 -7.2349
H 3.5093 -0.0030 -6.6788
H 3.7396 -1.4233 -5.5906
H 4.0625 0.2545 -4.9860
H 1.9545 2.0460 -6.0235
H 1.3254 0.9117 -7.2875
H 1.5031 -2.4792 -5.9730
H 0.8486 -1.2761 -7.1445
H -0.1230 -1.7675 -5.7334
O 2.7544 1.3622 0.0372
N 2.4831 2.4999 0.6393
C 2.3898 2.5705 2.0032
C 1.8824 3.7028 2.6226
C 1.5280 4.8157 1.8562
C 1.7214 4.7632 0.4732
C 2.2411 3.6244 -0.1105
H 2.6968 1.6770 2.5565
H 1.7680 3.6839 3.7069
H 1.1248 5.7043 2.3316
H 1.4670 5.6036 -0.1728
H 2.4401 3.5494 -1.1803
```

Calculated values
frontier orbital gap (spin up / spin down)	5.78 / 5.03	eV
energy above the lowest of the compared OMol25 structures with the same formula, charge and spin	118.9	kJ/mol
E	-2025.52038	Eh
total charge	+2
spin multiplicity	6

=====

Question: Look up the total charge of the second one.
Answer: +1